Record 1
19
Properties=species:S:1:pos:R:3 method="wB97M-V/def2-TZVPD" total_energy_ev=-8462.3549 lumo_ev=0.8 smiles="C=CC(=C)CC.O" spin_multiplicity=1 total_charge=0 gap_ev=10.4
C 1.11916 -0.86425 1.69641
C 0.15677 -0.59805 0.80174
C 0.42145 0.57910 -0.10492
C 0.77779 0.47109 -1.38477
C 0.29308 1.94524 0.55977
C -1.16383 2.43299 0.48778
H 0.87747 -1.56650 2.47932
H 2.05651 -0.34827 1.56010
H -0.84572 -1.00127 0.78530
H 0.75960 -0.45790 -1.93503
H 1.04450 1.38961 -1.89459
H 0.90159 2.68672 0.04659
H 0.53450 1.82248 1.61028
H -1.21339 3.50110 0.68377
H -1.62609 2.33726 -0.49667
H -1.77971 1.91578 1.22163
O -1.14660 -3.42349 -1.62585
H -0.40995 -3.33936 -2.24542
H -0.75254 -2.80596 -0.98164

Record 2
46
Properties=species:S:1:pos:R:3 method="wB97M-V/def2-TZVPD" total_energy_ev=-33887.7378 lumo_ev=0.7 smiles="CCCCCCCCCS(=O)(=O)Nc1cc(C)ccn1" spin_multiplicity=1 total_charge=0 gap_ev=9.8
C 4.18317 -4.20417 1.44608
C 3.11063 -5.26025 1.20497
C 1.68975 -4.73816 1.42187
C 1.25833 -3.70358 0.38430
C -0.19771 -3.28534 0.58189
C -0.70050 -2.29798 -0.47300
C -0.11487 -0.89717 -0.29956
C -0.45266 0.04221 -1.45742
C -1.93639 0.28671 -1.64274
S -2.71587 0.95878 -0.15671
O -3.90052 1.67123 -0.53047
O -2.84628 -0.03300 0.87034
N -1.57263 2.05293 0.47260
C -1.38567 3.25716 -0.17223
C -1.08391 4.42818 0.52884
C -0.88500 5.60145 -0.17638
C -0.57104 6.88922 0.51619
C -0.99934 5.55129 -1.56715
C -1.29067 4.34249 -2.16444
N -1.47417 3.21439 -1.49476
H 4.08142 -3.78047 2.44294
H 4.10974 -3.39878 0.72003
H 5.17364 -4.64585 1.36122
H 3.28176 -6.09612 1.88767
H 3.20188 -5.64354 0.18598
H 0.99794 -5.58337 1.38234
H 1.61578 -4.30000 2.41985
H 1.90434 -2.82881 0.45692
H 1.37848 -4.12752 -0.61597
H -0.32037 -2.83935 1.57060
H -0.82269 -4.18093 0.54674
H -1.78529 -2.23067 -0.38236
H -0.45848 -2.67984 -1.46849
H -0.49452 -0.47392 0.62965
H 0.97230 -0.96091 -0.22731
H -0.05615 -0.37529 -2.38761
H 0.03136 1.00611 -1.29283
H -2.48881 -0.62321 -1.85931
H -2.12589 1.03940 -2.40075
H -1.57440 2.07643 1.48050
H -1.01449 4.40801 1.60630
H -1.37122 7.60816 0.34536
H 0.34841 7.31639 0.11906
H -0.45774 6.74128 1.58679
H -0.86093 6.44139 -2.16042
H -1.38074 4.25499 -3.23911

Record 3
53
Properties=species:S:1:pos:R:3 method="wB97M-V/def2-TZVPD" total_energy_ev=-91494.3440 lumo_ev="0.2 / 0.2" spin_multiplicity=4 total_charge=0 gap_ev="7.2 / 7.7"
Co 0.65603 0.03953 0.50675
C -2.19049 2.77064 -1.06797
C -0.71502 2.40220 -1.04899
C 0.14811 3.53865 -1.58464
O -0.29159 2.10671 0.29631
C -0.50577 1.15492 -1.94585
O -0.80990 1.22374 -3.12298
O 0.00441 0.11348 -1.36926
H -2.36804 3.66186 -0.46078
H -2.79030 1.94765 -0.67491
H -2.50229 2.97057 -2.09055
H -0.05345 4.45898 -1.03538
H -0.06812 3.69283 -2.64052
H 1.20570 3.29386 -1.47429
H -1.03427 2.25003 0.89809
S 4.74795 1.63631 -0.21736
C 4.56918 1.47231 1.47930
C 3.28229 1.17951 1.78317
N 2.44767 1.08330 0.70028
C 3.08581 1.29679 -0.41496
H 5.40722 1.60084 2.14327
H 2.88270 1.03061 2.77459
H 2.62642 1.24738 -1.39205
C -0.64414 -0.77164 1.91527
C -1.73687 0.15923 2.08376
C -1.64650 1.24962 2.98034
C -2.64885 2.18764 3.08161
C -3.80472 2.08093 2.29773
C -3.92091 1.00485 1.41192
C -2.90967 0.07658 1.30272
C -4.83849 3.05281 2.42002
N -5.66639 3.84675 2.52503
H -0.92397 -1.72756 1.47539
H -0.01679 -0.89704 2.79915
H -0.75766 1.33606 3.59530
H -2.56087 3.02117 3.76725
H -4.81690 0.91159 0.81116
H -3.00592 -0.73829 0.59436
C 2.78717 -5.06441 -0.37206
N 1.90539 -4.25898 -1.17288
C 1.20491 -4.81775 -2.32257
C 0.33331 -3.64583 -2.80464
N 0.59973 -2.61899 -1.80763
C 1.50607 -2.99701 -0.91156
S 2.09358 -2.07079 0.37284
H 2.25432 -5.92272 0.04602
H 3.17701 -4.45822 0.44050
H 3.62208 -5.43016 -0.97408
H 0.61154 -5.68565 -2.02346
H 1.92056 -5.14018 -3.08200
H -0.72738 -3.89462 -2.82415
H 0.62404 -3.30536 -3.79906
H 0.25208 -1.65471 -1.86752

Record 4
25
Properties=species:S:1:pos:R:3 method="wB97M-V/def2-TZVPD" total_energy_ev=-7548.4270 lumo_ev=0.9 smiles=CC(C)C.CCC spin_multiplicity=1 total_charge=0 gap_ev=11.2
C 0.00564 2.84393 0.70232
C -0.79774 1.59465 0.46031
C -1.40515 0.85499 1.65861
C -1.79583 1.85230 -0.69730
H 0.96307 2.57333 1.28835
H -0.62328 3.56092 1.33325
H 0.29661 3.37794 -0.27250
H 0.12276 0.74074 0.14938
H -0.83823 -0.13517 1.80880
H -1.36537 1.32943 2.62643
H -2.51134 0.87301 1.55779
H -1.90389 2.87229 -1.21307
H -1.44053 1.18438 -1.48554
H -2.85493 1.81420 -0.33008
C 2.11699 -2.24216 0.37570
C 1.56989 -2.05999 -1.18355
C 0.16962 -2.60635 -1.35865
H 2.90997 -1.51801 0.63451
H 2.51782 -3.21546 0.55821
H 1.24935 -2.21519 1.17248
H 1.50838 -0.94786 -1.43655
H 2.36905 -2.32420 -1.84901
H -0.27256 -2.83839 -0.42321
H -0.34106 -1.90382 -1.99458
H 0.35077 -3.46552 -2.08211